1.
{"formula": "C32H38FIO17S", "method": "wB97M-V/def2-TZVPD", "lumo_ev": -2.0, "species": ["C", "C", "C", "I", "C", "C", "C", "C", "O", "F", "C", "C", "C", "C", "C", "O", "C", "C", "S", "C", "O", "O", "C", "O", "H", "H", "H", "H", "H", "H", "H", "H", "H", "H", "H", "H", "H", "H", "C", "C", "C", "O", "C", "O", "O", "H", "H", "H", "H", "H", "H", "C", "C", "C", "O", "C", "O", "O", "H", "H", "H", "H", "H", "H", "C", "C", "C", "O", "C", "O", "O", "H", "H", "H", "H", "H", "H", "C", "C", "C", "O", "C", "O", "O", "H", "H", "H", "H", "H", "H"], "coordinates": [[-5.23, -0.82, 3.59], [-3.78, -1.44, 3.60], [-2.69, -0.69, 2.71], [-3.47, 0.92, 1.48], [-1.49, -0.23, 3.63], [-1.68, 0.69, 4.77], [-3.08, 1.31, 5.15], [-3.85, 0.46, 6.20], [-5.01, 0.60, 6.38], [-3.18, -0.48, 6.98], [-0.58, 1.10, 5.65], [0.76, 0.58, 5.41], [0.95, -0.29, 4.27], [-0.14, -0.71, 3.36], [0.27, -1.65, 2.21], [-0.17, -1.64, 1.08], [1.41, -2.68, 2.55], [2.39, -2.31, 3.39], [3.69, -3.55, 3.82], [4.34, -3.07, 5.44], [4.70, -3.69, 2.77], [2.99, -4.84, 4.01], [2.39, -0.86, 4.00], [3.38, -0.22, 4.21], [-5.81, -1.07, 2.66], [-5.80, -1.33, 4.42], [-5.27, 0.27, 3.81], [-3.45, -1.57, 4.67], [-3.88, -2.49, 3.20], [-2.29, -1.45, 2.00], [-2.84, 2.28, 5.68], [-3.69, 1.59, 4.26], [-0.73, 1.78, 6.52], [1.66, 0.82, 6.03], [1.34, -3.70, 2.10], [5.22, -3.68, 5.77], [4.66, -2.00, 5.43], [3.50, -3.15, 6.19], [3.33, -1.64, -0.54], [2.36, -1.43, -1.67], [1.95, -2.71, -2.36], [1.66, -2.26, -3.68], [2.40, -1.14, -3.90], [2.54, -0.62, -4.96], [2.96, -0.70, -2.74], [4.29, -2.02, -0.90], [3.55, -0.68, -0.05], [2.93, -2.32, 0.21], [1.49, -0.87, -1.32], [1.07, -3.16, -1.90], [2.75, -3.45, -2.41], [-0.75, -2.15, -5.83], [-2.20, -2.51, -6.04], [-3.14, -1.83, -5.08], [-4.21, -2.76, -4.99], [-3.70, -3.99, -5.25], [-4.27, -5.01, -5.07], [-2.43, -3.89, -5.75], [-0.39, -2.50, -4.87], [-0.13, -2.64, -6.59], [-0.59, -1.08, -5.90], [-2.49, -2.33, -7.08], [-3.49, -0.87, -5.46], [-2.71, -1.68, -4.09], [3.34, 1.35, -7.01], [3.56, 1.33, -8.50], [5.00, 1.22, -8.91], [5.02, 1.89, -10.17], [3.99, 2.79, -10.16], [3.84, 3.64, -10.97], [3.18, 2.58, -9.09], [3.79, 2.24, -6.56], [2.28, 1.38, -6.78], [3.77, 0.46, -6.54], [2.95, 0.55, -8.96], [5.32, 0.19, -9.02], [5.69, 1.74, -8.23], [-2.97, 6.81, 2.94], [-2.00, 5.78, 3.47], [-2.62, 4.43, 3.69], [-1.82, 3.89, 4.75], [-1.33, 4.95, 5.45], [-0.79, 4.86, 6.50], [-1.55, 6.12, 4.79], [-3.75, 7.03, 3.68], [-2.45, 7.76, 2.76], [-3.43, 6.49, 2.01], [-1.12, 5.71, 2.82], [-2.56, 3.79, 2.81], [-3.66, 4.47, 4.03]]}

2.
{"formula": "C54H114N6O6", "method": "wB97M-V/def2-TZVPD", "lumo_ev": 0.5, "de_lowest_kj_mol": 456.7, "species": ["C", "C", "C", "C", "C", "C", "C", "C", "C", "N", "O", "H", "H", "H", "H", "H", "H", "H", "H", "H", "H", "H", "H", "H", "H", "H", "H", "H", "H", "H", "C", "C", "C", "C", "C", "C", "C", "C", "C", "N", "O", "H", "H", "H", "H", "H", "H", "H", "H", "H", "H", "H", "H", "H", "H", "H", "H", "H", "H", "H", "C", "C", "C", "C", "C", "C", "C", "C", "C", "N", "O", "H", "H", "H", "H", "H", "H", "H", "H", "H", "H", "H", "H", "H", "H", "H", "H", "H", "H", "H", "C", "C", "C", "C", "C", "C", "C", "C", "C", "N", "O", "H", "H", "H", "H", "H", "H", "H", "H", "H", "H", "H", "H", "H", "H", "H", "H", "H", "H", "H", "C", "C", "C", "C", "C", "C", "C", "C", "C", "N", "O", "H", "H", "H", "H", "H", "H", "H", "H", "H", "H", "H", "H", "H", "H", "H", "H", "H", "H", "H", "C", "C", "C", "C", "C", "C", "C", "C", "C", "N", "O", "H", "H", "H", "H", "H", "H", "H", "H", "H", "H", "H", "H", "H", "H", "H", "H", "H", "H", "H"], "coordinates": [[43.58, -7.29, 5.79], [43.70, -8.81, 6.16], [44.90, -8.91, 7.14], [42.40, -9.19, 6.85], [42.18, -10.73, 6.96], [42.37, -11.39, 5.57], [43.60, -10.99, 4.77], [44.81, -11.88, 5.11], [43.29, -11.16, 3.27], [43.95, -9.57, 4.93], [45.18, -9.20, 4.35], [43.31, -6.77, 6.71], [44.56, -7.06, 5.39], [42.77, -7.09, 5.08], [44.55, -8.54, 8.11], [45.19, -9.96, 7.23], [45.74, -8.30, 6.81], [42.52, -8.98, 7.91], [41.55, -8.70, 6.38], [42.85, -11.23, 7.66], [41.18, -10.88, 7.35], [41.47, -11.48, 4.97], [42.54, -12.41, 5.92], [44.50, -12.91, 4.86], [44.99, -12.14, 6.16], [45.61, -11.67, 4.41], [42.74, -12.11, 3.16], [44.10, -11.43, 2.59], [42.60, -10.38, 2.98], [45.86, -9.53, 4.96], [40.88, -13.42, -0.83], [40.14, -12.13, -0.44], [38.62, -12.45, -0.57], [40.35, -11.87, 1.07], [40.02, -10.45, 1.49], [40.48, -9.36, 0.48], [40.21, -9.62, -1.01], [38.72, -9.35, -1.30], [41.05, -8.66, -1.85], [40.53, -11.03, -1.31], [40.32, -11.35, -2.66], [41.93, -13.23, -1.04], [40.77, -14.09, 0.03], [40.41, -14.03, -1.61], [38.54, -13.42, -0.07], [37.88, -11.81, -0.11], [38.39, -12.55, -1.63], [39.71, -12.58, 1.60], [41.33, -12.20, 1.42], [38.94, -10.39, 1.66], [40.42, -10.21, 2.47], [41.55, -9.47, 0.69], [40.09, -8.41, 0.84], [38.47, -9.71, -2.30], [38.46, -8.30, -1.12], [38.05, -9.84, -0.59], [40.91, -7.63, -1.52], [40.76, -8.78, -2.90], [42.11, -8.88, -1.79], [41.21, -11.53, -2.99], [37.63, -19.01, 0.35], [37.22, -18.62, 1.79], [37.28, -19.87, 2.71], [38.32, -17.66, 2.25], [37.96, -16.93, 3.54], [36.59, -16.28, 3.42], [35.45, -17.21, 2.93], [35.05, -18.01, 4.20], [34.25, -16.32, 2.57], [35.93, -17.96, 1.79], [34.88, -18.81, 1.30], [36.74, -19.43, -0.13], [37.68, -18.08, -0.23], [38.45, -19.71, 0.24], [36.42, -20.21, 3.27], [37.62, -20.85, 2.35], [38.14, -19.76, 3.38], [39.22, -18.22, 2.53], [38.52, -16.93, 1.46], [37.94, -17.70, 4.31], [38.66, -16.12, 3.73], [36.68, -15.34, 2.87], [36.26, -15.92, 4.40], [34.39, -18.80, 3.83], [34.48, -17.53, 5.00], [35.85, -18.61, 4.62], [34.34, -15.55, 1.81], [33.83, -15.84, 3.45], [33.39, -16.91, 2.21], [34.90, -18.57, 0.36], [36.70, -2.46, 4.78], [35.49, -2.91, 5.63], [35.40, -2.01, 6.88], [34.18, -2.65, 4.86], [33.85, -3.76, 3.84], [34.01, -5.19, 4.39], [35.37, -5.37, 5.12], [35.28, -6.74, 5.85], [36.49, -5.59, 4.11], [35.60, -4.31, 6.10], [36.83, -4.50, 6.77], [36.74, -2.77, 3.73], [36.70, -1.37, 4.68], [37.66, -2.87, 5.10], [34.60, -2.28, 7.57], [36.35, -1.84, 7.39], [35.14, -1.01, 6.51], [33.38, -2.47, 5.58], [34.17, -1.72, 4.29], [32.93, -3.53, 3.32], [34.70, -3.73, 3.15], [33.89, -5.92, 3.59], [33.27, -5.44, 5.15], [34.97, -7.51, 5.15], [34.50, -6.55, 6.60], [36.15, -7.07, 6.42], [37.47, -5.86, 4.49], [36.56, -4.76, 3.40], [36.14, -6.36, 3.41], [36.70, -3.98, 7.58], [36.36, -13.68, 7.78], [36.51, -12.34, 7.09], [35.60, -11.24, 7.69], [37.95, -11.85, 7.24], [38.26, -10.67, 6.32], [38.10, -11.15, 4.88], [36.65, -11.56, 4.60], [35.72, -10.33, 4.42], [36.66, -12.40, 3.29], [36.23, -12.52, 5.64], [34.90, -12.94, 5.45], [36.26, -13.51, 8.86], [35.36, -14.09, 7.58], [37.06, -14.42, 7.41], [35.74, -11.14, 8.77], [35.57, -10.28, 7.19], [34.55, -11.52, 7.52], [38.15, -11.70, 8.30], [38.64, -12.69, 7.04], [37.52, -9.93, 6.62], [39.27, -10.33, 6.54], [38.76, -11.97, 4.62], [38.27, -10.29, 4.23], [34.89, -10.55, 5.09], [35.31, -10.16, 3.42], [36.19, -9.43, 4.82], [37.17, -11.89, 2.47], [35.67, -12.77, 3.00], [37.18, -13.32, 3.56], [34.96, -13.82, 5.04], [31.15, -7.33, 7.04], [30.53, -8.71, 6.73], [31.48, -9.82, 7.20], [29.12, -8.89, 7.33], [28.01, -8.09, 6.60], [28.03, -8.53, 5.12], [29.37, -8.38, 4.34], [29.25, -9.34, 3.17], [29.61, -6.92, 4.03], [30.38, -8.94, 5.26], [31.60, -9.21, 4.58], [30.36, -6.62, 6.80], [31.33, -7.30, 8.12], [32.07, -7.18, 6.48], [32.48, -9.80, 6.76], [31.70, -9.67, 8.27], [31.00, -10.80, 7.16], [28.98, -9.96, 7.41], [29.12, -8.43, 8.33], [27.01, -8.30, 6.99], [28.21, -7.04, 6.76], [27.25, -7.95, 4.62], [27.69, -9.57, 5.05], [30.08, -9.24, 2.47], [28.36, -9.22, 2.55], [29.32, -10.35, 3.56], [28.91, -6.52, 3.29], [30.63, -6.74, 3.67], [29.51, -6.31, 4.93], [31.80, -10.12, 4.81]]}

3.
{"formula": "C2H3N3O", "method": "wB97M-V/def2-TZVPD", "lumo_ev": [-0.1, -0.1], "de_lowest_kj_mol": 553.9, "species": ["C", "N", "N", "O", "H", "H", "C", "N", "H"], "coordinates": [[1.49, 0.97, 1.01], [0.82, 0.06, 0.42], [0.76, -1.10, 0.20], [0.17, -1.85, -0.55], [2.48, 1.41, 0.65], [1.06, 1.63, 1.79], [-2.24, -0.40, -1.13], [-2.18, 0.57, -0.56], [-2.36, -1.31, -1.83]]}

4.
{"formula": "CH6N4", "method": "wB97M-V/def2-TZVPD", "lumo_ev": 0.8, "de_lowest_kj_mol": 89.8, "species": ["N", "C", "N", "H", "H", "N", "N", "H", "H", "H", "H"], "coordinates": [[-3.14, -0.18, 0.60], [-2.19, -0.15, -0.15], [-1.28, -0.41, -0.88], [-3.94, 0.42, 0.57], [-0.31, -0.12, -0.85], [2.02, -0.63, 0.26], [1.41, 0.50, -0.35], [2.80, -0.38, 0.87], [1.32, -1.12, 0.81], [1.33, 1.30, 0.28], [1.97, 0.77, -1.15]]}

5.
{"formula": "C19H17N7O5Pb", "method": "wB97M-V/def2-TZVPD", "total_charge": 2, "lumo_ev": [-10.6, -10.6], "de_lowest_kj_mol": 39.2, "species": ["Pb", "O", "C", "O", "C", "O", "C", "C", "O", "O", "H", "H", "H", "H", "H", "N", "C", "N", "C", "N", "N", "C", "N", "C", "C", "C", "C", "C", "N", "H", "H", "H", "H", "H", "H", "H", "H", "N", "C", "C", "C", "C", "C", "C", "C", "H", "H", "H", "H"], "coordinates": [[12.55, 15.25, 7.01], [15.96, 16.69, 4.26], [15.28, 15.85, 4.98], [14.13, 15.52, 4.72], [16.18, 15.28, 6.08], [15.27, 14.75, 7.01], [15.75, 14.54, 8.38], [14.79, 15.29, 9.39], [15.17, 16.26, 10.01], [13.62, 14.86, 9.18], [15.41, 17.01, 3.48], [16.91, 16.04, 6.39], [16.75, 14.55, 5.59], [16.78, 14.83, 8.55], [15.69, 13.44, 8.61], [9.65, 13.24, 6.49], [9.17, 14.47, 6.73], [7.86, 14.68, 6.49], [7.44, 15.88, 6.91], [6.25, 16.26, 6.53], [8.21, 16.87, 7.57], [9.51, 16.58, 7.54], [10.05, 15.42, 7.16], [10.47, 17.62, 7.99], [9.97, 18.88, 8.35], [10.82, 19.87, 8.80], [12.17, 19.55, 9.00], [12.58, 18.31, 8.63], [11.74, 17.35, 8.21], [8.93, 12.56, 6.22], [10.63, 12.98, 6.64], [5.65, 15.53, 6.12], [5.79, 17.04, 6.97], [8.92, 19.02, 8.18], [10.47, 20.88, 8.95], [12.79, 20.32, 9.38], [13.62, 17.92, 8.87], [12.43, 7.66, 6.23], [12.54, 8.82, 6.14], [12.75, 10.20, 6.27], [12.68, 11.03, 5.15], [12.70, 12.39, 5.39], [12.83, 12.92, 6.68], [12.91, 12.05, 7.76], [12.97, 10.68, 7.56], [12.75, 10.65, 4.14], [12.63, 12.94, 4.51], [13.02, 12.46, 8.77], [13.04, 10.06, 8.43]]}

6.
{"formula": "C6H12O", "method": "wB97M-V/def2-TZVPD", "lumo_ev": 0.8, "de_lowest_kj_mol": 234.6, "species": ["C", "C", "C", "C", "C", "C", "H", "H", "H", "H", "H", "H", "H", "H", "H", "H", "O", "H", "H"], "coordinates": [[1.23, 3.09, -1.80], [0.39, 2.46, -0.98], [0.61, 1.01, -0.56], [-0.13, 0.55, 0.45], [-0.09, -0.83, 1.06], [-0.70, -0.76, 2.47], [1.93, 2.48, -2.38], [1.34, 4.16, -1.64], [-0.36, 2.85, -0.31], [1.46, 0.51, -1.06], [-1.05, 1.15, 0.53], [0.91, -1.28, 1.17], [-0.71, -1.48, 0.41], [-1.79, -0.59, 2.64], [-0.60, -1.67, 3.11], [-0.30, 0.05, 3.10], [-0.53, -3.74, -2.30], [-0.33, -3.74, -1.36], [-1.29, -4.25, -2.56]]}

7.
{"formula": "C14H12N2O4S", "method": "wB97M-V/def2-TZVPD", "lumo_ev": -1.0, "de_lowest_kj_mol": 26.0, "species": ["C", "O", "C", "C", "C", "N", "O", "O", "C", "C", "C", "N", "C", "C", "C", "O", "C", "C", "C", "C", "S", "H", "H", "H", "H", "H", "H", "H", "H", "H", "H", "H", "H"], "coordinates": [[3.57, -1.18, -0.65], [2.41, -1.35, -1.47], [1.32, -1.85, -0.82], [1.06, -3.19, -1.11], [-0.02, -3.88, -0.51], [-0.23, -5.28, -0.66], [-1.19, -5.88, -0.13], [0.60, -5.90, -1.37], [-0.89, -3.16, 0.30], [-0.66, -1.82, 0.54], [0.46, -1.13, 0.06], [0.61, 0.21, 0.41], [0.91, 1.05, -0.54], [0.96, 2.52, -0.30], [-0.42, 3.09, -0.63], [-0.70, 3.47, -1.76], [-1.45, 3.24, 0.41], [-2.48, 4.16, 0.41], [-3.31, 4.17, 1.59], [-2.97, 3.20, 2.48], [-1.50, 2.34, 1.97], [4.05, -2.15, -0.43], [4.32, -0.57, -1.20], [3.39, -0.61, 0.26], [1.75, -3.74, -1.77], [-1.75, -3.63, 0.77], [-1.37, -1.33, 1.18], [1.06, 0.67, -1.57], [1.18, 2.70, 0.75], [1.68, 3.07, -0.92], [-2.72, 4.82, -0.43], [-4.13, 4.84, 1.73], [-3.54, 3.07, 3.41]]}

8.
{"formula": "C25H34Br2ClN3O5PS", "method": "wB97M-V/def2-TZVPD", "total_charge": 1, "lumo_ev": -3.0, "species": ["N", "C", "C", "C", "C", "C", "O", "C", "C", "C", "C", "S", "C", "C", "C", "C", "O", "C", "C", "C", "N", "C", "P", "O", "Cl", "C", "Br", "C", "Br", "C", "C", "O", "H", "H", "H", "H", "H", "H", "H", "H", "H", "H", "H", "H", "H", "H", "H", "H", "H", "H", "H", "H", "H", "H", "C", "C", "C", "O", "C", "N", "H", "H", "H", "H", "H", "H", "H", "H", "H", "H", "H", "H"], "coordinates": [[2.58, 3.19, -0.46], [2.46, 2.78, -1.87], [2.09, 1.31, -2.00], [1.52, 0.98, -3.41], [0.23, 0.21, -3.34], [-0.97, 0.79, -3.76], [-0.99, 2.09, -4.22], [-2.19, 0.09, -3.66], [-3.47, 0.77, -4.07], [-4.00, 1.70, -2.96], [-4.92, 1.03, -1.94], [-4.08, 0.23, -0.54], [-2.20, -1.21, -3.18], [-1.02, -1.80, -2.76], [0.19, -1.09, -2.83], [1.38, -1.83, -2.34], [2.46, -1.81, -2.87], [1.13, -2.65, -1.10], [2.05, -2.73, -0.05], [3.36, -1.98, -0.16], [4.40, -2.81, -0.75], [1.68, -3.47, 1.09], [2.70, -3.61, 2.61], [4.20, -3.46, 2.04], [2.29, -1.61, 3.30], [0.46, -4.14, 1.16], [-0.02, -5.12, 2.71], [-0.44, -4.09, 0.09], [-2.10, -4.97, 0.20], [-0.10, -3.33, -1.02], [-1.01, -3.16, -2.20], [-1.66, -4.05, -2.66], [2.44, 4.19, -0.42], [3.52, 3.04, -0.12], [1.67, 3.38, -2.32], [3.41, 2.93, -2.39], [1.34, 1.03, -1.26], [3.00, 0.72, -1.89], [2.26, 0.41, -3.97], [1.38, 1.91, -3.94], [-0.55, 2.13, -5.07], [-3.33, 1.34, -4.97], [-4.20, -0.03, -4.24], [-3.15, 2.10, -2.40], [-4.53, 2.54, -3.40], [-5.58, 0.29, -2.39], [-5.57, 1.79, -1.51], [-3.97, 1.28, 0.28], [-3.13, -1.75, -3.12], [3.18, -1.12, -0.79], [3.62, -1.58, 0.82], [4.96, -2.24, -1.37], [5.03, -3.16, -0.04], [4.84, -3.65, 2.74], [-2.07, 1.24, 3.70], [-0.75, 0.59, 4.09], [-0.28, 0.91, 5.51], [0.21, 2.24, 5.58], [-0.68, 3.22, 6.12], [0.34, 1.11, 3.19], [-1.98, 2.32, 3.62], [-2.41, 0.86, 2.74], [-2.83, 1.01, 4.44], [-0.80, -0.49, 3.94], [0.56, 0.25, 5.77], [-1.07, 0.73, 6.24], [-1.36, 2.78, 6.85], [-1.26, 3.70, 5.33], [-0.07, 3.97, 6.61], [0.05, 1.17, 2.21], [1.18, 0.54, 3.26], [0.59, 2.05, 3.53]]}